Molecular formula: C42H105N9O15
Method: DFT, the ωB97M-V functional and the def2-TZVPD basis

Geometry (Å):
O: 6.147459 0.191148 0.418728
C: 6.719169 1.183238 0.017128
N: 6.099799 2.114438 -0.637902
C: 8.189669 1.337838 0.321138
H: 5.141729 2.003708 -0.937792
H: 6.660489 2.885638 -0.971062
H: 8.772689 0.960188 -0.518842
H: 8.556289 0.875478 1.237608
H: 8.541219 2.367218 0.391088
O: 0.682799 -0.202022 3.825798
C: 0.933239 -1.148392 4.472668
N: 0.747459 -1.043542 5.780898
C: 1.516449 -2.438712 3.816488
H: 1.042099 -1.849772 6.313128
H: 0.282939 -0.274102 6.241638
H: 1.977259 -3.059572 4.584788
H: 2.286479 -2.214962 3.078188
H: 0.825169 -2.926872 3.129518
O: 3.891689 3.739358 3.758278
C: 3.023469 2.935278 3.873718
N: 3.256049 1.648848 3.689498
C: 1.566009 3.284798 4.259758
H: 4.237429 1.498258 3.504228
H: 2.510349 0.973088 3.775448
H: 0.887109 2.644708 3.696298
H: 1.357109 4.310528 3.955888
H: 1.284749 3.085678 5.293848
C: 2.501709 2.778088 0.029368
O: 2.451409 1.583448 -0.714622
C: 2.595469 0.345708 0.056638
C: 1.333909 -0.087562 0.728488
N: 0.511229 -1.012942 -0.063642
C: -0.557461 -1.422322 0.796228
C: -1.406801 -2.559252 0.221948
O: -2.721201 -2.550932 0.902108
C: -2.738381 -2.878582 2.338868
H: 1.642469 3.009628 0.658808
H: 2.623239 3.660288 -0.599172
H: 3.372449 2.716698 0.682178
H: 3.432449 0.382168 0.753938
H: 2.949009 -0.412572 -0.642022
H: 0.733179 0.809228 0.880118
H: 1.602699 -0.364112 1.747988
H: 0.169809 -0.420342 -0.806852
H: -1.113661 -0.487932 0.871348
H: -0.136061 -1.657662 1.773538
H: -0.955321 -3.541562 0.360988
H: -1.492461 -2.563732 -0.864672
H: -3.674011 -2.713902 2.873258
H: -2.166361 -2.204662 2.976618
H: -2.369331 -3.900162 2.429808
C: 3.386809 -2.933152 7.519628
O: 1.979539 -3.083642 7.437428
C: 1.568399 -4.439142 7.480268
C: 0.053269 -4.669522 7.360528
N: -0.390711 -4.406042 6.007668
C: -1.813451 -4.214832 5.707278
C: -2.502821 -3.028012 6.419108
O: -3.904191 -3.038832 6.085038
C: -4.607391 -1.968102 6.656138
H: 3.569849 -1.872742 7.693218
H: 3.982729 -3.203222 6.647828
H: 3.742119 -3.366282 8.454638
H: 1.926879 -4.747992 8.462208
H: 2.138209 -5.069222 6.797328
H: -0.572311 -4.088412 8.038078
H: -0.077621 -5.694022 7.708898
H: -0.215781 -5.280152 5.532858
H: -2.387641 -5.093342 6.001598
H: -1.968471 -4.051142 4.640848
H: -2.017371 -2.121732 6.057028
H: -2.341181 -3.052582 7.496778
H: -5.619221 -2.104802 6.274538
H: -4.282061 -0.979742 6.331458
H: -4.640511 -2.080402 7.739828
C: 2.346629 -2.098862 -3.181982
O: 2.880869 -3.239752 -3.931402
C: 2.904109 -4.483262 -3.261982
C: 1.556839 -5.058462 -2.751532
N: 0.831699 -5.590592 -3.941462
C: -0.637321 -5.573562 -3.703482
C: -1.367921 -6.145632 -4.920832
O: -2.759601 -6.355562 -4.781182
C: -3.508191 -6.156162 -6.017342
H: 2.487339 -1.278412 -3.885662
H: 2.689389 -1.964902 -2.155982
H: 1.268859 -2.258032 -3.147942
H: 3.578959 -4.472632 -2.406082
H: 3.404749 -5.091122 -4.015612
H: 1.006909 -4.194192 -2.379102
H: 1.597529 -5.824912 -1.977582
H: 1.071579 -4.927802 -4.664832
H: -0.982871 -4.556362 -3.519102
H: -0.853131 -6.111512 -2.780362
H: -0.991111 -7.097252 -5.295692
H: -1.164841 -5.423222 -5.711392
H: -3.628151 -5.104612 -6.278042
H: -4.550911 -6.359812 -5.773712
H: -3.070511 -6.807462 -6.773872
C: -2.990981 -2.333842 -4.046152
O: -1.838951 -1.617182 -4.495382
C: -1.825941 -0.205182 -4.559402
C: -1.138221 0.456528 -3.347302
N: -1.144191 1.931658 -3.545742
C: -0.409601 2.569458 -2.381202
C: -0.841071 3.985168 -2.250562
O: -0.201101 4.514638 -1.072232
C: -0.655241 5.816998 -0.553852
H: -2.698051 -3.378232 -3.938782
H: -3.669571 -2.272132 -4.896922
H: -3.365261 -1.854622 -3.141522
H: -2.855301 0.088788 -4.764572
H: -1.253041 0.042848 -5.452912
H: -0.126361 0.056708 -3.413522
H: -1.577711 0.137138 -2.402342
H: -2.068581 2.335428 -3.596442
H: 0.668379 2.639238 -2.526792
H: -0.441501 1.953528 -1.482462
H: -1.925571 3.971248 -2.142132
H: -0.590731 4.566208 -3.138152
H: -0.253581 5.924798 0.453698
H: -1.741391 5.908168 -0.561822
H: -0.312691 6.735388 -1.030622
C: 2.921289 11.138138 -5.107392
O: 2.457919 10.809248 -3.844992
C: 3.454649 11.181858 -2.907902
C: 3.112309 10.830518 -1.456422
N: 2.901259 9.338598 -1.264652
C: 4.097469 8.463138 -1.303462
C: 4.213719 7.700948 -2.707242
O: 2.905259 7.317548 -3.147142
C: 2.335579 6.231148 -2.458692
H: 3.989239 11.103588 -5.322782
H: 2.520719 12.150818 -5.153482
H: 2.429169 10.361858 -5.693312
H: 3.696659 12.244358 -2.932842
H: 4.344509 10.613388 -3.178282
H: 2.078389 11.167288 -1.380952
H: 3.727289 11.263438 -0.667442
H: 2.321029 8.979558 -2.009322
H: 3.971509 7.666798 -0.569922
H: 4.977789 9.001658 -0.952572
H: 4.902779 6.859238 -2.637772
H: 4.635479 8.437148 -3.391502
H: 1.363049 5.952108 -2.864192
H: 2.172289 6.426998 -1.398942
H: 2.987829 5.357948 -2.472862
C: -8.303971 0.647368 -1.256302
O: -7.142131 0.063738 -0.670732
C: -6.779771 -1.074402 -1.410892
C: -5.604581 -1.578322 -0.592272
N: -4.926131 -2.736232 -1.162792
C: -5.829071 -3.862172 -1.411182
C: -4.932211 -5.131442 -1.656142
O: -4.132991 -5.401002 -0.516952
C: -3.366051 -6.558742 -0.901542
H: -8.733381 1.365088 -0.557312
H: -9.138791 -0.053432 -1.264062
H: -8.063751 1.082598 -2.226332
H: -6.468451 -0.997232 -2.452632
H: -7.552881 -1.824022 -1.242172
H: -5.911911 -1.787402 0.432388
H: -4.879811 -0.772872 -0.473712
H: -4.107771 -2.984622 -0.625492
H: -6.482041 -3.756022 -2.277482
H: -6.311071 -4.077552 -0.457562
H: -4.385841 -5.176602 -2.598232
H: -5.594091 -5.997322 -1.673052
H: -3.980861 -7.378182 -1.273882
H: -2.845091 -6.953142 -0.029102
H: -2.630641 -6.255532 -1.646752

Atoms 1-6, force components in eV/Å:
-0.606 -0.816 0.201
1.374 -2.552 2.383
-0.502 2.914 -1.861
1.021 0.961 -0.441
0.075 -0.117 0.068
-0.479 -0.032 -0.104

Results
⟨S²⟩: 0.75
2S+1: 2
HOMO-LUMO gap (spin up / spin down): 6.7 / 1.5 eV
HOMO level (spin up / spin down): -9.09 / -9.09 eV
Charge: +1
LUMO energy (spin up / spin down): -0.08706 / -0.27998 hartree